(1)
ORCA calculation (the ωB97M-V functional and the def2-TZVPD basis) on C29H33N3OYb as an isolated structure at a distorted geometry.

The gap between HOMO and LUMO (alpha / beta) comes out at 3.36 / 5.30 eV. Its expectation value of S² is 0.76.

The geometry in ORCA input format:
```
! RIJCOSX wB97M-V def2-TZVPD def2/J DEFGRID3
* xyz -1 2
Yb -0.0624 -0.0111 1.2596
N 0.3966 -2.8858 3.5475
N 0.3259 -2.1449 -0.0680
C 0.8024 1.9563 0.6338
C 1.9248 1.0756 0.9704
C 1.7699 0.6346 2.3516
C 2.6748 -0.2538 3.1163
H 3.4333 -0.7091 2.4672
H 2.1401 -1.0637 3.6373
H 3.2079 0.3537 3.8684
C 0.5402 1.2205 2.8980
C -0.0107 0.9823 4.2408
H 0.4305 1.7234 4.9317
H 0.2345 -0.0197 4.6231
H -1.1010 1.1008 4.2816
C -0.0627 2.0617 1.8262
C -1.3054 2.8330 1.9361
H -2.0498 2.3671 2.5942
H -1.7795 3.0108 0.9599
H -1.0505 3.8191 2.3651
C 3.0454 0.7194 0.0675
H 3.9017 1.3901 0.2586
H 2.7682 0.8362 -0.9888
H 3.3999 -0.3128 0.2103
C 0.5873 2.6685 -0.6414
H -0.4756 2.8482 -0.8558
H 1.0069 2.1280 -1.4999
H 1.0883 3.6493 -0.5851
C -0.2672 -3.5547 4.4861
H 0.1839 -3.5780 5.4815
C -1.4937 -4.2166 4.2534
H -1.9906 -4.7501 5.0643
C -2.0323 -4.1608 2.9669
H -2.9762 -4.6547 2.7334
C -1.3557 -3.4616 1.9722
H -1.7491 -3.3778 0.9613
C -0.1285 -2.8417 2.2958
C 0.6752 -2.1579 1.3530
H 1.7359 -2.0684 1.5040
C 0.0311 -0.9302 -0.6811
C 0.3293 -3.1069 -1.1422
H 0.5254 -4.1471 -0.9577
C 0.0494 -2.4333 -2.2625
H -0.0691 -2.7184 -3.2727
N -0.1321 -1.0855 -1.9725
C -0.3651 0.0341 -2.8188
C 0.6524 0.3780 -3.7153
C 0.4218 1.4681 -4.5802
H 1.2093 1.7574 -5.2821
C -0.7770 2.1909 -4.5485
C -1.0153 3.3424 -5.5019
H -1.5584 4.1616 -5.0117
H -1.6189 3.0233 -6.3641
H -0.0700 3.7414 -5.8911
C -1.7651 1.8123 -3.6308
H -2.7072 2.3654 -3.5885
C -1.5769 0.7294 -2.7460
C -2.6411 0.3702 -1.7461
H -2.7384 -0.7142 -1.6071
H -3.6250 0.7712 -2.0515
H -2.4113 0.7961 -0.7508
C 1.9601 -0.3641 -3.7615
H 1.8901 -1.2911 -4.3508
H 2.3071 -0.6485 -2.7564
H 2.7452 0.2561 -4.2267
O -3.2532 -0.5493 2.0040
C -2.1800 -0.3646 1.7364
*
```

natural (NBO) atomic charge list, values in e, 8 entries:
1 Yb 0.75
2 N -0.49
3 N -0.36
4 C -0.15
5 C -0.13
6 C -0.15
7 C -0.64
8 H 0.20

---

(2)
ORCA calculation (the ωB97M-V functional and the def2-TZVPD basis) on a single C4H7NO2S molecule at a distorted geometry.

The gap between HOMO and LUMO comes out at 9.17 eV. The SMILES is CS/C(N)=C\C(=O)O.

The geometry in ORCA input format:
```
! RIJCOSX wB97M-V def2-TZVPD def2/J DEFGRID3
* xyz 0 1
C 0.8273 -1.8390 0.8762
C 0.8728 0.8334 -0.0165
C -0.4693 1.0759 0.1720
C -1.7222 0.2520 -0.0473
H -0.2986 -2.0591 0.8410
H 1.0900 -1.3619 1.8696
H 1.4293 -2.7108 0.8329
H 1.4804 2.8357 0.3533
H 2.7671 1.5709 0.2053
H -0.7544 2.0481 0.4946
H -2.4983 -1.1606 -0.7354
N 1.7739 1.9133 0.0362
O -1.5940 -0.9566 -0.5786
O -2.8317 0.6176 0.2931
S 1.4201 -0.7361 -0.4836
*
```

natural (NBO) atomic charge list, values in e, 8 entries:
1 C -0.73
2 C 0.07
3 C -0.45
4 C 0.76
5 H 0.25
6 H 0.23
7 H 0.23
8 H 0.41

---

(3)
ORCA calculation (the ωB97M-V functional and the def2-TZVPD basis) on a single C5H4N4O molecule at a distorted geometry.

The gap between HOMO and LUMO comes out at 8.34 eV. The SMILES is Oc1[nH]cnc2nncc1-2.

The geometry in ORCA input format:
```
! RIJCOSX wB97M-V def2-TZVPD def2/J DEFGRID3
* xyz 0 1
N -2.3068 -0.6499 1.5824
N -1.9980 -1.4845 0.5466
N -0.3306 -1.5553 -1.2722
O 1.2630 1.9289 0.2208
C -1.3045 0.2763 1.5453
C -0.8905 -1.0182 -0.0723
C 0.8300 -0.9925 -1.6068
C -0.3815 0.1432 0.5074
C 0.7403 0.7098 -0.0407
N 1.3675 0.1122 -1.0150
H 0.7941 2.4095 0.9142
H -1.2813 0.9597 2.4338
H 1.2192 -1.1677 -2.5323
H 2.2792 0.3284 -1.2111
*
```

natural (NBO) atomic charge list, values in e, 8 entries:
1 N -0.20
2 N -0.29
3 N -0.35
4 O -0.65
5 C -0.07
6 C 0.28
7 C 0.21
8 C -0.35

---

(4)
ORCA calculation (the ωB97M-V functional and the def2-TZVPD basis) on a 3-piece molecular cluster, C4H17N2O2 overall at a distorted geometry.

The gap between HOMO and LUMO comes out at 9.81 eV.

The geometry in ORCA input format:
```
! RIJCOSX wB97M-V def2-TZVPD def2/J DEFGRID3
* xyz 1 1
C -1.0786 -1.5581 -0.4700
C -1.3542 -0.2231 -1.1336
C -0.0282 0.4194 -1.6391
C 0.6112 1.3736 -0.6508
N 1.1726 0.7067 0.5624
N -2.0580 0.7548 -0.3312
H -0.1797 -1.6501 0.1375
H -1.9177 -1.8514 0.1810
H -1.1286 -2.3650 -1.1973
H -1.9158 -0.4384 -2.0345
H -0.2799 1.0272 -2.5123
H 0.6353 -0.3922 -1.9372
H 1.4547 1.8253 -1.1665
H -0.0812 2.1434 -0.3474
H 1.6292 -0.1851 0.3626
H 1.8731 1.2756 1.0342
H -2.4731 1.4577 -0.9260
H -2.7992 0.4559 0.2803
H 0.4420 0.5664 1.2678
H 3.0930 -2.1082 -0.7313
H 2.5683 -2.4404 0.7005
O 2.4381 -1.8676 -0.0629
H -0.1323 0.2356 3.5797
H -0.5131 1.7126 3.7897
O 0.0222 1.1253 3.2448
*
```

natural (NBO) atomic charge list, values in e, 8 entries:
1 C -0.63
2 C -0.05
3 C -0.42
4 C -0.23
5 N -0.70
6 N -0.87
7 H 0.19
8 H 0.22

---

(5)
ORCA calculation (the ωB97M-V functional and the def2-TZVPD basis) on a 9-piece molecular cluster, C11H41NO10 overall at a distorted geometry.

The gap between HOMO and LUMO comes out at 8.79 eV. The SMILES is COCCNCCOC.CO.CO.CO.CO.CO.O.O.O.

The geometry in ORCA input format:
```
! RIJCOSX wB97M-V def2-TZVPD def2/J DEFGRID3
* xyz 0 1
C -0.1861 -0.2615 -0.8281
O 0.1181 0.7558 -1.7380
C 0.0959 2.0426 -1.1734
C 0.5670 3.0968 -2.1643
N 1.9995 2.9717 -2.5256
C 2.3958 3.7332 -3.6930
C 2.2582 5.2392 -3.4682
O 2.6757 5.9851 -4.6247
C 1.7534 5.9228 -5.7195
H -1.0366 -0.0003 -0.1861
H 0.6547 -0.3525 -0.1333
H -0.4754 -1.1684 -1.3529
H 0.6930 2.0112 -0.2548
H -0.8975 2.4047 -0.8820
H 0.4246 4.0951 -1.7539
H -0.1336 2.9868 -3.0021
H 2.2266 1.9969 -2.6702
H 1.8573 3.4353 -4.6014
H 3.4448 3.5091 -3.8991
H 2.8774 5.5129 -2.6164
H 1.2095 5.4955 -3.2980
H 1.7917 4.9244 -6.1553
H 2.2116 6.6282 -6.4123
H 0.7464 6.2501 -5.4576
C -0.9549 -2.7418 1.9900
O 0.1489 -3.0457 1.1534
H -1.7002 -2.2241 1.3804
H -1.4163 -3.5709 2.5298
H -0.6345 -2.0381 2.7575
H -0.1765 -3.5500 0.3908
C -4.4517 -1.0440 -1.8597
O -3.5194 -1.4839 -0.8864
H -4.1465 -1.3849 -2.8471
H -5.4606 -1.4108 -1.6602
H -4.4383 0.0489 -1.8665
H -3.7378 -1.0731 -0.0468
C 2.2871 -0.1782 2.1071
O 3.2776 -0.1023 3.1287
H 1.6571 0.7146 2.1391
H 2.7452 -0.2549 1.1182
H 1.6647 -1.0615 2.2358
H 3.8992 0.5860 2.8808
C -3.0684 -2.2803 4.8604
O -2.8644 -2.6480 6.2163
H -3.4917 -1.2767 4.7573
H -2.1302 -2.2139 4.3076
H -3.7157 -3.0192 4.3952
H -2.1751 -2.0932 6.5902
C -0.6203 0.5539 4.3694
O -0.7986 1.5148 3.3167
H -0.1899 1.1532 5.1761
H -1.5940 0.1820 4.6913
H 0.0643 -0.2426 4.0948
H -1.4499 2.1490 3.6245
O -0.6125 -4.5684 -1.1733
H -1.2338 -5.2928 -1.0406
H -0.4559 -4.5504 -2.1229
O 1.9056 -5.9560 -0.9073
H 1.2422 -5.2756 -0.7225
H 2.2892 -5.7083 -1.7529
O 2.4222 -4.6026 2.0801
H 2.4117 -5.2715 1.3886
H 1.7504 -3.9530 1.8164
*
```

natural (NBO) atomic charge list, values in e, 8 entries:
1 C -0.24
2 O -0.55
3 C -0.06
4 C -0.24
5 N -0.63
6 C -0.24
7 C -0.07
8 O -0.54

---

(6)
ORCA calculation (the ωB97M-V functional and the def2-TZVPD basis) on C30H25CrN7O2P as an isolated structure.

The gap between HOMO and LUMO (alpha / beta) comes out at 8.08 / 7.76 eV. Its expectation value of S² is 3.79.

The geometry in ORCA input format:
```
! RIJCOSX wB97M-V def2-TZVPD def2/J DEFGRID3
* xyz 2 4
Cr 0.4435 -1.0893 -0.2236
O 2.3867 -0.9114 0.2344
C 2.4353 -0.2729 -0.8803
O 1.6741 -0.6876 -1.8172
C 2.9754 1.1120 -0.8777
C 4.2887 1.5037 -1.0500
C 4.6045 2.8489 -0.9091
C 3.6257 3.7770 -0.5775
C 2.3100 3.3757 -0.3869
C 1.9762 2.0370 -0.5380
P 0.2798 1.3867 -0.3683
C -0.4686 2.1219 1.1008
C -1.8405 2.3725 1.1616
C -2.4216 2.7768 2.3572
C -1.6403 2.9237 3.4949
C -0.2736 2.6728 3.4411
C 0.3127 2.2691 2.2506
C -0.6060 1.9998 -1.8239
C -1.1287 3.2941 -1.8329
C -1.7065 3.8006 -2.9874
C -1.7553 3.0276 -4.1399
C -1.2173 1.7479 -4.1440
C -0.6408 1.2346 -2.9901
H 5.0559 0.7805 -1.2966
H 5.6272 3.1730 -1.0532
H 3.8888 4.8207 -0.4657
H 1.5509 4.1029 -0.1216
H -2.4530 2.2687 0.2732
H -3.4835 2.9859 2.3973
H -2.0933 3.2472 4.4242
H 0.3362 2.8029 4.3266
H 1.3811 2.0857 2.2073
H -1.0927 3.9069 -0.9400
H -2.1138 4.8035 -2.9884
H -2.1960 3.4318 -5.0424
H -1.2265 1.1575 -5.0520
H -0.1686 0.2592 -3.0184
N -3.7458 -0.7802 -0.7253
C -2.6013 -0.9498 -1.3763
N -1.6297 -1.0103 -0.4814
C -2.2754 -0.8645 0.7237
N -3.5638 -0.7207 0.6123
C -1.4665 -0.8978 1.9446
C -1.9408 -0.7579 3.2350
N -1.1220 -0.8364 4.2794
C 0.1665 -1.0559 4.0393
C 0.6658 -1.1783 2.7504
N -0.1608 -1.0927 1.7079
H -4.6775 -0.7000 -1.1062
H -2.5053 -1.0244 -2.4474
H -2.9959 -0.5841 3.4163
H 0.8283 -1.1287 4.8934
H 1.7171 -1.3276 2.5448
N 0.8350 -7.2897 -0.6055
C 0.7265 -5.9578 -0.5205
C -0.5094 -5.3303 -0.2561
C -0.5705 -3.9704 -0.1748
N 0.4972 -3.1557 -0.3334
C 1.6834 -3.7602 -0.5885
C 1.8392 -5.1116 -0.6893
H 0.0363 -7.8876 -0.4891
H 1.7178 -7.7289 -0.7989
H -1.4087 -5.9173 -0.1169
H -1.5197 -3.4970 0.0356
H 2.5353 -3.1101 -0.7167
H 2.8187 -5.5216 -0.9007
*
```

natural (NBO) atomic charge list, values in e, 8 entries:
1 Cr 1.21
2 O -0.65
3 C 0.78
4 O -0.63
5 C -0.05
6 C -0.19
7 C -0.16
8 C -0.18

---

(7)
ORCA calculation (the ωB97M-V functional and the def2-TZVPD basis) on a 6-piece molecular cluster, C40H90BrN5 overall at a distorted geometry.

The gap between HOMO and LUMO comes out at 9.51 eV.

The geometry in ORCA input format:
```
! RIJCOSX wB97M-V def2-TZVPD def2/J DEFGRID3
* xyz 4 1
C -2.7953 -2.6935 -1.0367
C -1.6793 -3.6121 -0.3973
C -0.4697 -3.9332 -1.3266
N 0.8655 -4.1798 -0.6401
C 0.7907 -5.1073 0.6108
C 1.7706 -4.8560 -1.7158
C 2.5244 -3.6890 -2.3329
C 2.8396 -2.8438 -1.1674
C 1.5026 -2.8015 -0.3489
H -3.5642 -2.4734 -0.2962
H -3.2797 -3.1679 -1.8902
H -2.3052 -1.7904 -1.4005
H -2.0932 -4.5398 -0.0022
H -1.3127 -3.1995 0.5426
H -0.3172 -3.1554 -2.0747
H -0.7561 -4.7954 -1.9289
H 1.7244 -5.0887 1.1729
H 0.5371 -6.0868 0.2054
H 0.0335 -4.7857 1.3259
H 2.3869 -5.5824 -1.1860
H 1.2111 -5.4246 -2.4587
H 3.4322 -4.0331 -2.8284
H 1.8478 -3.2849 -3.0858
H 3.6231 -3.2841 -0.5508
H 3.1115 -1.8531 -1.5316
H 1.5712 -2.7367 0.7370
H 0.7928 -2.0217 -0.6248
C -1.3787 -4.3599 8.2920
C -0.4526 -3.3881 7.5511
C -0.3857 -3.8559 6.0535
N 0.1305 -2.7655 5.0257
C 1.7001 -2.5833 5.2714
C -0.5928 -1.4004 5.0992
C -1.9284 -1.6237 4.4291
C -1.6616 -2.5714 3.2360
C -0.1873 -3.0928 3.5447
H -1.2062 -4.2659 9.3642
H -1.1427 -5.3880 8.0174
H -2.4407 -4.2421 8.0767
H 0.5004 -3.2683 8.0664
H -0.9372 -2.4164 7.6458
H -1.3339 -4.2460 5.6836
H 0.2743 -4.7035 5.8688
H 2.1882 -3.5464 5.1217
H 1.8792 -2.1012 6.2324
H 2.0812 -1.9512 4.4693
H 0.1115 -0.7116 4.6326
H -0.5682 -1.1028 6.1475
H -2.2784 -0.6439 4.1042
H -2.6397 -2.0234 5.1519
H -1.4886 -1.9379 2.3660
H -2.5148 -3.2244 3.0522
H 0.4813 -2.4377 2.9863
H 0.0247 -4.1279 3.2768
C -0.4507 -0.7709 -8.7644
C 0.0008 -1.0383 -7.2847
C -0.7167 -0.0080 -6.3590
N -0.0448 0.1500 -4.9662
C 0.0536 -1.1443 -4.2031
C -0.8162 1.1561 -4.0844
C 0.1993 1.8145 -3.1285
C 1.5759 1.3194 -3.6014
C 1.3372 0.7372 -4.9895
H 0.2945 -1.0742 -9.4998
H -0.4468 0.3135 -8.8752
H -1.3877 -1.2550 -9.0399
H 1.0871 -0.9530 -7.2569
H -0.2733 -2.0320 -6.9304
H -1.7253 -0.3919 -6.2054
H -0.7082 1.0326 -6.6834
H -0.9556 -1.5552 -4.1754
H 0.5456 -0.9811 -3.2442
H 0.6193 -1.8728 -4.7840
H -1.6626 0.6937 -3.5765
H -1.3013 1.8846 -4.7342
H -0.0122 1.6296 -2.0753
H 0.0272 2.8908 -3.1396
H 1.9399 0.6190 -2.8497
H 2.3530 2.0837 -3.5960
H 2.1053 0.0016 -5.2282
H 1.3668 1.5360 -5.7305
C 6.6777 2.3752 2.1387
C 5.4570 1.8688 1.3706
C 4.2662 2.7213 1.7855
N 2.8876 2.0678 1.4600
C 2.9877 1.3071 0.1192
C 2.3637 1.0478 2.5218
C 1.4579 1.7628 3.5095
C 1.4577 3.1685 2.9483
C 1.7586 3.0818 1.5048
H 7.2643 2.8945 1.3809
H 7.3009 1.5469 2.4755
H 6.4089 3.1481 2.8588
H 5.3644 0.8232 1.6642
H 5.6827 1.9704 0.3091
H 4.2397 3.7101 1.3277
H 4.1646 2.8889 2.8577
H 3.4206 1.9718 -0.6283
H 1.9819 0.9752 -0.1380
H 3.5333 0.3715 0.2422
H 1.7197 0.3068 2.0481
H 3.2787 0.6116 2.9226
H 0.4858 1.2771 3.4240
H 1.8258 1.7013 4.5337
H 0.4429 3.5565 3.0374
H 2.1266 3.8315 3.4971
H 0.8677 2.8160 0.9358
H 2.0309 4.0427 1.0682
C -5.3892 5.3470 -3.7281
C -4.3915 4.4568 -2.9344
C -4.2763 4.6830 -1.4988
N -3.3129 3.6693 -0.7526
C -3.6430 2.1739 -1.0721
C -3.2176 3.8895 0.7859
C -2.3927 5.1317 1.0097
C -1.4903 5.2659 -0.2133
C -1.7962 4.0417 -1.1024
H -6.2986 5.2876 -3.1302
H -5.7606 4.9968 -4.6911
H -4.9973 6.3568 -3.8505
H -3.4382 4.6819 -3.4126
H -4.7704 3.4368 -2.9976
H -5.1876 4.5295 -0.9208
H -4.0946 5.7326 -1.2679
H -3.3782 1.8551 -2.0803
H -4.7058 2.1611 -0.8306
H -3.1143 1.4791 -0.4196
H -2.9411 2.9602 1.2838
H -4.1595 4.1706 1.2571
H -1.7424 4.9888 1.8727
H -2.8675 6.1049 1.1343
H -0.4291 5.1888 0.0235
H -1.6051 6.1913 -0.7776
H -1.1404 3.2655 -0.7081
H -1.4899 4.1558 -2.1423
Br -0.6530 0.1666 0.4581
*
```

Mulliken atomic charge list, values in e, 8 entries:
1 C -1.19
2 C 0.50
3 C -0.57
4 N 0.57
5 C -0.84
6 C -0.82
7 C -0.17
8 C -0.29

---

Number 1: E -2522.88642 Eh, M 612.64 Da. Number 2: E -760.02320 Eh, M 133.17 Da. Number 3: E -487.12884 Eh, M 136.11 Da. Number 4: E -422.37458 Eh, M 125.19 Da. Number 5: E -1250.69129 Eh, M 347.45 Da. Number 6: E -3077.45374 Eh, M 598.55 Da. Number 7: E -4424.49396 Eh, M 721.10 Da.